1.
Here is C2HAgO3 as an isolated structure in a non-equilibrium geometry from the OMol25 dataset. Energies are from ωB97M-V/def2-TZVPD.

The spin multiplicity is 2. Its net charge is +1. As for the HOMO-LUMO gap (spin up / spin down): 9.2 / 6.8 eV. The energy comes out at -449.1105 hartree. The energy relative to the best compared isomer or geometry (same formula, charge and spin) is 132.9 kJ/mol. The expectation value of S² is 0.7577.

Atoms and positions in Å:
O -0.03712 -0.59950 0.14812
C -1.30996 -0.16171 0.11163
O -1.72937 0.83517 0.62791
C 1.10866 0.15529 -0.25744
O 0.97380 1.08894 -0.99480
Ag 2.93034 -0.41061 0.77515
H -1.93636 -0.90758 -0.41057

Atom charges from the Löwdin analysis, given in e for atoms 1 to 5: O 0.01; C -0.28; O 0.18; C -0.25; O 0.21

***

2.
Here is C2HAlFO2 as an isolated structure in a non-equilibrium geometry from the OMol25 dataset. Energies are from ωB97M-V/def2-TZVPD.

The spin multiplicity is 1. Its net charge is +3. As for the HOMO-LUMO gap (spin up / spin down): 6.0 / 10.1 eV. The energy comes out at -567.8175 hartree. The energy relative to the best compared isomer or geometry (same formula, charge and spin) is 70.9 kJ/mol.

Atoms and positions in Å:
O -0.89153 -1.43840 -0.25761
C -0.69332 0.45046 0.20408
C -0.01074 -0.81787 0.30047
O 1.04425 -0.11639 0.01109
Al 2.56835 -0.16122 -0.50242
F -1.05486 1.09727 -0.87373
H -0.96215 0.98616 1.11811

Atom charges from the Löwdin analysis, given in e for atoms 1 to 5: O 0.58; C 0.26; C -0.17; O 0.08; Al 1.62

***

3.
Here is C2HBaO2 as an isolated structure in a non-equilibrium geometry from the OMol25 dataset. Energies are from ωB97M-V/def2-TZVPD.

The spin multiplicity is 2. As for the HOMO-LUMO gap (spin up / spin down): 6.2 / 6.2 eV. The energy comes out at -252.6474 hartree. The energy relative to the best compared isomer or geometry (same formula, charge and spin) is 0.0 kJ/mol. The expectation value of S² is 0.7552.

Atoms and positions in Å:
C 0.63452 -0.81714 0.74402
C 1.66845 -1.23996 1.23726
H 2.53972 -1.63882 1.71962
O -2.45598 2.93842 -2.59538
Ba -2.01493 1.11237 -1.25659
O -0.37178 -0.35488 0.15108

Atom charges from the Löwdin analysis, given in e for atoms 1 to 5: C -0.54; C 0.01; H -0.01; O -0.90; Ba 1.90

***

4.
Here is a 2-piece molecular cluster, C2HBr2Cl2F overall in a non-equilibrium geometry from the OMol25 dataset. Energies are from ωB97M-V/def2-TZVPD.

The spin multiplicity is 3. As for the HOMO-LUMO gap (spin up / spin down): 7.8 / 9.5 eV. The energy comes out at -6244.9365 hartree. The energy relative to the best compared isomer or geometry (same formula, charge and spin) is 0.0 kJ/mol. The expectation value of S² is 2.0087.

Atoms and positions in Å:
C -1.04844 0.47184 -0.16732
C 1.60343 1.77212 -3.29108
F -2.19962 0.82445 -0.69446
Cl 0.27075 0.24163 -1.14640
Cl 1.59631 0.65460 -4.59094
Br 0.57304 3.31353 -3.42412
Br 3.45679 1.92881 -2.51071
H -0.93746 0.76006 0.88075

Atom charges from the Löwdin analysis, given in e for atoms 1 to 5: C -0.67; C -1.72; F -0.03; Cl 0.71; Cl 0.51

***

5.
Here is one molecule with the formula C2HBr2IN3P in a non-equilibrium geometry from the OMol25 dataset. Energies are from ωB97M-V/def2-TZVPD.

The spin multiplicity is 1. As for the HOMO-LUMO gap: 9.0 eV. The energy comes out at -6028.1526 hartree. The structure (SMILES) is Brc1nc(Br)n(PI)n1. The energy relative to the best compared isomer or geometry (same formula, charge and spin) is 0.0 kJ/mol.

Atoms and positions in Å:
Br -3.81705 -0.07671 -1.37066
C -2.44376 -1.09460 -0.65699
N -2.63495 -2.26647 0.00611
C -1.45668 -2.52036 0.55048
Br -0.94250 -3.89428 1.75487
N -0.59694 -1.55057 0.20568
P 1.11575 -1.51952 0.49050
I 1.70392 -1.04807 -1.87079
N -1.26295 -0.58219 -0.53172
H 0.88840 -0.15465 0.89449

Atom charges from the Löwdin analysis, given in e for atoms 1 to 5: Br 0.77; C -0.91; N 0.06; C -0.84; Br 0.74

***

6.
Here is C2HBr2OS as an isolated structure in a non-equilibrium geometry from the OMol25 dataset. Energies are from ωB97M-V/def2-TZVPD.

The spin multiplicity is 1. Its net charge is -1. As for the HOMO-LUMO gap: 5.9 eV. The energy comes out at -5698.2752 hartree. The energy relative to the best compared isomer or geometry (same formula, charge and spin) is 142.4 kJ/mol.

Atoms and positions in Å:
C 1.35826 -1.08544 0.53995
C -0.81579 0.48266 -0.16901
O 1.86094 -0.31912 1.28985
S 0.96993 -2.20593 -0.43240
Br -1.07861 0.95189 -2.09013
Br -0.51169 2.18345 0.84330
H -1.78304 -0.00751 0.01844

Atom charges from the Löwdin analysis, given in e for atoms 1 to 5: C -0.94; C -1.16; O 0.02; S 0.70; Br 0.23